Entry from the OMol25 dataset: the molecule C4H7NO3 in a non-equilibrium geometry (the ωB97M-V functional and the def2-TZVPD basis).

Output
charge: 0
frontier orbital gap: 10.14 eV
LUMO: 0.711 eV
max |F|: 0.0527 hartree/bohr
HOMO: -9.4254 eV
SMILES: C/C(=C\ON)C(=O)O

Each line ends with the Mulliken charge.
Element x y z (Å)
C: -1.6285 0.0011 -0.7392  -1.16
C: 0.8238 -0.3521 -1.5528  0.51
C: -0.1748 -0.0389 -0.4197  0.36
N: 0.3593 0.4062 3.1065  -0.45
C: 0.4211 0.1931 0.7426  -0.18
O: -0.3916 0.4945 1.8822  -0.28
O: 0.3225 -0.1393 -2.7819  -0.44
O: 1.9459 -0.8062 -1.4272  -0.60
H: 1.0415 -0.3951 -3.3963  0.34
H: 0.7106 -0.5498 3.1252  0.29
H: 1.1312 1.0590 2.9809  0.28
H: 1.4767 0.0961 0.9517  0.43
H: -2.2482 0.0819 0.1592  0.36
H: -1.9283 -0.9144 -1.2598  0.31
H: -1.8612 0.8638 -1.3715  0.26